No. 1
35
Properties=species:S:1:pos:R:3 method="wB97M-V/def2-TZVPD" e_above_lowest_kcal_mol=20.4 energy_ev=-38972.124 lumo_ha=-0.4899 charge=+3 homo_lumo_gap_ev=6.82
W 0.60206 -2.08704 0.68335
O 2.25109 -0.84572 0.99006
C 2.26987 0.50095 1.66440
C 1.33829 0.34700 2.83077
N 0.04071 -0.22794 2.37325
C -0.84164 0.72909 1.68806
C -0.75926 0.57829 0.18476
O -0.71109 1.20498 -0.76338
O -0.63454 -1.05148 -0.00552
C -0.60326 -1.03273 3.47721
C -0.29442 -2.35768 2.80673
O -1.07143 -2.76202 1.90912
O 0.96111 -2.65040 2.61330
H 3.10144 -1.01944 0.54445
H 1.97754 1.23022 0.90911
H 3.29582 0.67914 1.98178
H 1.19081 1.30832 3.33033
H 1.78322 -0.34371 3.54479
H -0.59450 1.76857 1.91818
H -1.89540 0.57996 1.94019
H -1.67439 -0.86776 3.54431
H -0.12196 -0.88466 4.43978
C -0.87452 -5.56825 1.29616
C -0.52651 -5.05561 -0.05241
C -0.89200 -5.73400 -1.20945
C -0.43526 -5.30120 -2.44497
N 0.42444 -4.26050 -2.56846
C 0.73323 -3.67525 -1.48188
S 1.83832 -2.31103 -1.27948
N 0.26106 -3.94010 -0.21396
H -0.69830 -6.64598 1.30594
H -1.93847 -5.43070 1.50606
H -0.27679 -5.11923 2.08200
H -1.50447 -6.62317 -1.13656
H -0.70839 -5.80593 -3.36479

---

No. 2
9
Properties=species:S:1:pos:R:3 method="wB97M-V/def2-TZVPD" e_above_lowest_kcal_mol=49.6 energy_ev=-34058.528 multiplicity=5 lumo_ha="-0.2237 / -0.2187" charge=+1 homo_lumo_gap_ev="6.41 / 6.55"
H 1.50216 0.37100 -2.09675
C 0.93629 0.46495 -1.16587
C 0.87745 -0.44135 -0.19688
O 0.32018 1.67355 -1.16798
O -0.51929 1.95911 -0.07517
Ho -1.43705 0.77196 1.29632
C -0.84101 -1.38955 1.26526
C 0.35291 -0.98676 0.86482
H -1.19162 -2.42292 1.27625

---

No. 3
95
Properties=species:S:1:pos:R:3 method="wB97M-V/def2-TZVPD" e_above_lowest_kcal_mol=29.8 energy_ev=-126549.845 multiplicity=2 lumo_ha="0.1519 / 0.1519" charge=-2 homo_lumo_gap_ev="5.52 / 5.34"
Co -1.01668 0.57234 0.16924
C 1.39375 2.95640 1.33051
Si 0.21172 2.49165 -0.11046
C 1.28730 2.82595 -1.66449
C -0.94675 4.02229 -0.01477
C -0.50597 5.35078 -0.01949
C -1.37684 6.40663 0.21721
C -2.71850 6.14025 0.47940
C -3.16970 4.82657 0.46889
C -2.30259 3.75885 0.20656
Si -2.85990 1.93698 0.01291
C -4.34655 1.69502 1.17449
C -3.68691 2.06122 -1.70763
H 2.05698 3.78138 1.04648
H 2.01420 2.11974 1.66132
H 0.78626 3.27736 2.18106
H 1.83072 3.77338 -1.57892
H 0.66149 2.86329 -2.55983
H 2.02279 2.02598 -1.81085
H 0.54496 5.56724 -0.20037
H -1.01516 7.43076 0.20771
H -3.40514 6.95633 0.68550
H -4.21918 4.62765 0.67127
H -5.17318 2.36181 0.90634
H -4.05271 1.88106 2.20828
H -4.70281 0.66340 1.09354
H -4.54886 2.73779 -1.67678
H -4.01284 1.07605 -2.04835
H -2.96995 2.45124 -2.43589
C 5.93379 0.96299 0.04844
Sb 4.40945 -0.20950 1.06496
C 5.91258 -1.63884 1.70162
C 3.88218 -1.20251 -0.82973
C 4.55625 -2.51416 -1.04671
C 5.68948 -2.56217 -1.85904
C 6.40971 -3.73165 -2.05723
C 5.98085 -4.89892 -1.44446
C 4.85720 -4.86616 -0.63151
C 4.13490 -3.69433 -0.39738
C 2.97048 -3.71452 0.52893
Sb 0.97527 -3.46837 -0.39918
C 0.11360 -4.67066 1.17238
C 1.33859 -5.25872 -1.63280
H 6.56278 0.30476 -0.55449
H 6.55688 1.49063 0.77230
H 5.45365 1.70021 -0.59633
H 6.33633 -2.15549 0.84045
H 5.48597 -2.37271 2.38500
H 6.69771 -1.08490 2.21944
H 4.18356 -0.48887 -1.59637
H 2.79548 -1.27103 -0.82233
H 6.01449 -1.64695 -2.34327
H 7.29906 -3.72646 -2.67628
H 6.51497 -5.82966 -1.59628
H 4.51517 -5.77961 -0.15647
H 3.01129 -2.89708 1.25263
H 2.91647 -4.66287 1.06498
H 0.38525 -5.71815 1.03502
H -0.96731 -4.54186 1.16550
H 0.50429 -4.30128 2.12149
H 2.08091 -5.90627 -1.15992
H 1.70333 -4.97394 -2.62187
H 0.40311 -5.80907 -1.76014
C -1.17369 1.46951 5.57578
N -0.66011 0.60351 4.53689
C 0.13760 -0.46080 4.81238
C 0.67910 -1.18850 3.82964
C 0.41452 -0.81080 2.44202
O 1.05285 -1.37989 1.53431
N -0.48713 0.17809 2.19554
C -0.99546 0.94066 3.20052
O -1.72133 1.91284 3.05235
H -0.88010 1.06596 6.54500
H -2.25940 1.53618 5.51345
H -0.77966 2.48029 5.46145
H 0.30487 -0.67032 5.86305
H 1.32440 -2.02989 4.03278
C -1.84117 -6.41602 -4.99156
C -1.88765 -5.27222 -4.01165
C -2.50737 -5.41865 -2.77566
C -2.53616 -4.37302 -1.86431
C -1.93032 -3.16496 -2.17726
C -1.31585 -2.99987 -3.41089
C -1.28934 -4.05241 -4.31311
S -2.13976 -1.76911 -1.08025
O -3.45360 -1.27828 -1.44050
O -1.03757 -0.85431 -1.43670
O -2.03965 -2.27393 0.27896
H -2.73751 -7.03386 -4.91806
H -0.97888 -7.06074 -4.80148
H -1.76037 -6.05038 -6.01600
H -2.97420 -6.36586 -2.52492
H -3.01399 -4.48359 -0.89871
H -0.85582 -2.04643 -3.63559
H -0.79429 -3.92499 -5.27020